1.
{"formula": "C2AgFLi2O2", "method": "wB97M-V/def2-TZVPD", "elements": ["C", "O", "Ag", "F", "C", "O", "Li", "Li"], "positions_angstrom": [[1.100, 0.458, 0.268], [0.788, 1.554, 0.897], [-1.549, 0.763, -0.336], [-1.961, -1.100, -0.050], [1.143, -0.616, -0.333], [1.076, -1.848, -0.721], [-0.599, -2.242, 0.027], [0.002, 3.031, 0.247]], "homo_lumo_gap_ev": [4.300, 4.515], "s_squared": 0.75, "e_homo_ev": [-1.812, -1.900], "lumo_ev": [2.49, 2.62], "spin_multiplicity": 2, "charge": -1}

=====

2.
{"formula": "C2BiF3NO6S2", "method": "wB97M-V/def2-TZVPD", "elements": ["N", "S", "O", "S", "O", "O", "C", "F", "F", "F", "O", "C", "O", "O", "Bi"], "positions_angstrom": [[1.175, 0.707, 0.213], [-0.356, 1.295, 0.528], [-1.341, 0.828, -0.558], [1.434, -0.723, -0.368], [0.252, -1.637, -0.423], [2.658, -1.325, 0.159], [1.825, -0.467, -2.174], [0.800, 0.090, -2.798], [2.883, 0.322, -2.291], [2.092, -1.636, -2.735], [-2.658, 2.011, 3.456], [-2.758, 1.002, 2.855], [-3.432, 0.217, 2.259], [-0.806, 0.461, 1.791], [-1.767, -1.143, 0.086]], "homo_lumo_gap_ev": [7.119, 8.974], "s_squared": 0.75, "e_homo_ev": [-8.210, -10.633], "lumo_ev": [-1.09, -1.66], "spin_multiplicity": 2}

=====

3.
{"formula": "C2Br2F4", "method": "wB97M-V/def2-TZVPD", "elements": ["C", "C", "F", "F", "F", "F", "Br", "Br"], "positions_angstrom": [[0.752, 0.634, -0.035], [-0.710, -0.613, 0.006], [0.414, 1.529, 0.859], [0.745, 1.215, -1.219], [-0.590, -1.117, -1.240], [-0.554, -1.602, 0.862], [2.441, -0.236, 0.368], [-2.497, 0.189, 0.400]], "homo_lumo_gap_ev": 10.706, "e_homo_ev": -10.878, "lumo_ev": -0.17}

=====

4.
{"formula": "C2Br2N2O", "method": "wB97M-V/def2-TZVPD", "elements": ["C", "C", "N", "N", "O", "Br", "Br"], "positions_angstrom": [[-0.785, 1.606, -0.412], [-2.129, -1.963, 0.430], [0.381, 1.372, -0.350], [1.510, 1.176, -0.812], [-1.391, -2.153, 1.241], [-2.414, 1.104, 0.341], [2.802, 1.998, 0.182]], "homo_lumo_gap_ev": [6.651, 7.894], "s_squared": 2.01, "e_homo_ev": [-6.947, -10.304], "lumo_ev": [-0.30, -2.41], "spin_multiplicity": 3}

=====

Energy relative to the best compared isomer or geometry (same formula, charge and spin) in kcal per mole, matching the order above: 21.5 0.0 0.0 0.0